Entry 1:
The following is a quantum chemistry calculation of C18H31BF13N2O24S6Zr as an isolated structure in a non-equilibrium geometry, from the OMol25 dataset.

Geometry as XYZ:
```
96
Properties=species:S:1:pos:R:3:forces:R:3
Zr -11.012 3.474 16.657 -2.229 -2.708 -5.366
N -10.122 5.127 15.741 3.196 3.020 -3.915
S -9.717 6.646 16.097 0.409 2.881 7.882
O -10.492 7.698 15.526 0.394 -0.758 -0.932
O -8.392 6.910 16.616 -0.807 -0.524 -2.005
F -10.389 6.465 17.564 -1.021 0.267 -0.093
S -9.311 5.263 14.187 0.146 -4.883 -4.571
O -9.283 3.975 13.582 0.356 0.352 1.280
O -8.093 6.026 14.069 -1.950 0.480 1.225
F -10.442 5.963 13.340 0.384 0.726 0.834
N -12.966 4.102 17.000 -4.249 3.638 -0.292
S -13.809 5.561 16.320 1.142 2.789 -3.467
O -13.770 6.806 17.009 0.328 -1.169 0.750
O -14.997 5.263 15.559 1.352 -0.440 2.186
F -12.697 5.825 15.217 -0.344 -0.724 0.139
S -14.257 3.866 17.942 -1.406 -3.484 5.532
O -15.313 3.007 17.479 1.490 0.583 -0.664
O -14.654 4.959 18.787 0.430 -0.025 -1.715
F -13.488 2.966 19.045 0.050 -0.150 -0.902
B -10.012 3.561 18.639 1.131 0.030 2.769
H -10.786 4.371 18.543 -1.946 2.070 -0.267
H -9.523 3.581 19.668 0.648 -0.076 1.057
H -10.634 2.647 18.453 -1.130 -2.793 -0.268
H -9.325 3.761 17.779 2.187 0.193 -2.181
O -11.009 2.375 11.910 -1.138 -0.275 0.277
C -12.174 3.075 12.101 3.457 -0.634 0.437
C -12.619 3.101 13.628 -1.243 -2.538 -0.767
O -11.661 2.974 14.614 1.855 2.079 3.944
H -12.977 2.655 11.481 -0.708 0.338 0.167
H -11.856 4.080 11.778 -0.997 0.839 0.045
H -13.102 2.111 13.732 -0.311 -0.059 -0.511
H -13.492 3.749 13.789 0.879 0.752 0.477
C -10.352 8.037 24.038 -0.091 0.283 0.444
C -10.857 7.735 22.630 0.452 0.569 0.012
O -12.290 7.696 22.626 -1.445 0.233 0.949
C -12.941 7.044 21.675 2.087 -0.689 -0.893
O -12.409 6.344 20.859 0.018 -0.053 -0.213
C -14.439 7.187 21.620 -1.543 0.213 1.893
F -14.903 7.691 22.805 0.161 -0.172 -0.369
F -14.876 7.993 20.675 0.307 0.050 -0.495
F -14.998 5.982 21.475 0.196 0.257 -0.142
H -10.788 8.921 24.508 -0.612 -0.158 -0.261
H -9.295 8.304 24.109 0.163 -0.444 -0.678
H -10.503 7.183 24.698 -0.116 0.009 -0.002
H -10.434 6.798 22.274 -0.148 0.049 -0.223
H -10.656 8.557 21.942 0.594 -0.183 -0.068
C -18.523 2.339 17.320 -0.027 0.196 -0.490
C -19.332 3.039 16.216 0.873 -0.732 0.996
O -20.516 3.543 16.873 -1.405 -0.257 -0.462
C -21.663 2.942 16.541 0.604 -0.182 0.036
O -21.808 2.047 15.763 -0.095 -0.201 -0.272
C -22.878 3.449 17.335 0.088 0.338 0.163
F -23.318 2.499 18.170 0.359 0.063 0.261
F -22.536 4.542 18.024 -0.506 -0.105 0.157
F -23.917 3.729 16.542 0.298 0.266 -0.198
H -18.292 3.025 18.132 0.157 -0.032 -0.016
H -17.609 1.912 16.906 0.107 0.281 0.021
H -19.087 1.493 17.718 -0.205 0.099 -0.007
H -19.531 2.284 15.458 -0.454 0.450 -0.211
H -18.859 3.925 15.799 0.215 -0.176 -0.028
C -15.739 -0.566 15.965 0.738 -0.328 -0.650
C -14.352 0.024 15.770 -1.504 1.493 -0.574
O -13.587 -0.339 16.937 0.593 -1.012 -0.039
C -12.514 0.280 17.277 0.148 0.088 -0.148
O -12.160 1.378 16.908 0.380 0.562 0.000
C -11.618 -0.519 18.250 -0.850 -0.495 0.701
F -11.484 0.203 19.374 0.571 -0.035 -0.442
F -12.156 -1.690 18.622 0.071 0.255 -0.329
F -10.447 -0.779 17.671 0.011 0.417 0.299
H -16.283 -0.085 16.773 -0.004 -0.163 0.069
H -15.602 -1.641 16.102 -0.268 0.006 0.440
H -16.268 -0.477 15.019 -0.156 0.276 0.119
H -14.385 1.111 15.677 -0.021 0.008 0.347
H -13.927 -0.282 14.813 0.610 -0.587 0.460
C -13.283 9.358 15.516 -0.075 -0.055 -0.952
C -12.815 9.852 16.872 0.276 -0.741 -0.221
O -13.837 10.750 17.318 -1.397 -1.152 -0.164
S -15.324 10.139 16.842 1.473 0.711 -0.615
O -16.019 11.321 16.406 0.298 -1.318 0.109
O -15.931 9.230 17.761 0.521 0.691 -0.368
O -14.712 9.229 15.615 -0.984 1.143 1.147
H -12.940 8.371 15.217 0.288 0.030 0.445
H -13.053 10.016 14.675 -0.049 0.349 0.238
H -11.866 10.379 16.835 -0.124 0.188 -0.073
H -12.700 8.975 17.509 -0.190 0.206 0.377
C -15.822 4.640 13.229 0.143 0.581 -0.972
C -15.524 4.302 11.755 -0.105 0.641 0.982
O -15.887 2.933 11.646 -0.678 -1.495 0.172
S -16.289 2.224 13.080 0.705 1.369 -1.313
O -15.598 0.975 13.224 -0.282 1.399 -0.015
O -17.708 2.243 13.246 0.243 -0.057 -0.046
O -15.644 3.424 13.925 -0.290 -1.912 0.543
H -16.851 4.972 13.376 0.041 0.134 -0.056
H -15.115 5.354 13.643 -0.305 -0.143 -0.404
H -14.478 4.436 11.482 0.096 -0.331 0.196
H -16.111 4.974 11.128 -0.309 -0.491 -0.248
```
Positions in Å, forces in eV/Å.

Calculated values
Orbital gap in eV: 3.209
Charge: -1
Energy above the lowest of the compared OMol25 structures with the same formula, charge and spin in kcal/mol: 0.0
Strongest force on any atom in eV/Å: 8.402
Lowest unoccupied orbital energy in eV: -0.2

=====

Entry 2:
The following is a quantum chemistry calculation of a 8-piece molecular cluster, C18H31Cl21FNO5S overall in a non-equilibrium geometry, from the OMol25 dataset.

Geometry as XYZ:
```
78
Properties=species:S:1:pos:R:3:forces:R:3
C -6.015 -4.714 3.169 -0.303 0.885 1.330
O -5.169 -4.361 2.018 -1.567 -2.191 0.092
C -5.251 -5.353 0.936 1.091 -0.330 -1.703
C -3.874 -5.128 0.013 -0.922 0.132 1.556
C -2.632 -5.683 0.952 0.380 -0.266 -0.509
C -1.185 -4.973 0.650 0.508 -1.008 -0.921
C 0.037 -5.963 1.216 -0.945 -0.041 0.402
C 0.828 -5.329 2.505 0.203 -0.318 0.322
C 2.290 -4.667 2.165 1.048 -1.486 0.447
N 2.451 -3.266 2.789 -0.699 -3.226 0.871
O 2.234 -2.431 1.757 -0.748 2.971 0.057
C 1.424 -1.247 2.194 -0.985 1.212 -0.624
C 1.395 -0.247 0.855 0.689 -1.480 0.360
C 2.928 0.209 0.486 0.434 0.663 0.099
O 0.865 -1.114 -0.246 -0.889 2.035 0.831
S 4.092 -3.035 3.345 6.712 5.127 -2.906
O 5.105 -3.371 2.221 -3.810 -0.073 4.348
O 4.283 -1.550 3.746 -1.676 -5.657 -0.454
F 4.469 -3.987 4.729 -1.481 1.342 -2.521
H -6.080 -3.732 3.845 0.219 -2.116 -1.574
H -7.128 -4.982 2.887 2.296 0.330 0.313
H -5.537 -5.550 3.873 -0.976 1.544 -1.801
H -6.188 -5.226 0.229 1.586 0.021 1.665
H -5.227 -6.471 1.285 -0.141 2.099 -0.179
H -3.830 -3.951 -0.169 0.147 -2.635 0.231
H -3.982 -5.731 -1.005 0.378 1.418 2.243
H -2.866 -5.632 2.109 0.260 0.134 -2.404
H -2.513 -6.835 0.697 -0.200 2.331 0.503
H -1.079 -3.875 1.059 -0.335 -2.226 -0.751
H -1.039 -4.956 -0.527 -0.467 0.256 2.414
H 0.745 -6.291 0.322 -1.303 0.821 2.054
H -0.512 -6.945 1.609 1.336 2.045 -0.906
H 1.010 -6.228 3.266 -0.331 2.135 -1.515
H 0.171 -4.508 3.059 1.319 -1.817 -1.264
H 3.151 -5.317 2.664 -1.890 1.132 -1.092
H 2.546 -4.607 1.014 -0.651 0.068 2.414
H 0.319 -1.591 2.424 2.266 0.471 -0.481
H 1.873 -0.729 3.143 -0.560 -1.088 -1.935
H 0.661 0.642 1.057 1.598 -1.621 -0.340
H 3.073 1.305 0.917 -0.167 -2.264 -1.004
H 3.769 -0.472 0.969 -2.040 1.281 -0.823
H 3.163 0.206 -0.682 -0.938 0.093 2.570
H 0.032 -0.680 -0.599 1.566 -0.728 0.706
Cl -0.027 3.685 1.013 -0.066 0.000 -0.168
C -0.284 3.624 -0.739 0.059 0.190 0.021
Cl 1.172 4.150 -1.601 -0.496 -0.178 0.251
Cl -0.750 1.991 -1.243 -0.048 0.160 -0.032
H -1.099 4.308 -0.991 0.253 -0.272 0.094
Cl -1.626 -5.829 -3.454 -0.108 0.111 -0.119
C -2.833 -4.935 -4.394 0.010 0.052 -0.058
Cl -3.884 -6.053 -5.280 0.146 0.156 0.079
Cl -3.792 -3.886 -3.336 0.139 -0.058 -0.224
H -2.309 -4.307 -5.119 -0.180 -0.229 0.261
Cl 5.502 6.979 -3.479 -0.057 -0.111 0.173
C 4.001 6.422 -2.721 -0.130 -0.030 0.109
Cl 2.667 7.527 -3.096 0.200 -0.182 0.095
Cl 3.612 4.776 -3.248 0.361 0.288 -0.094
H 4.145 6.412 -1.638 -0.025 0.000 -0.374
Cl 5.575 10.469 -6.464 -0.088 -0.151 0.074
C 4.355 9.236 -6.103 0.019 0.014 0.020
Cl 2.844 9.993 -5.573 0.331 -0.100 -0.163
Cl 4.073 8.207 -7.518 0.038 0.077 0.209
H 4.730 8.608 -5.290 -0.181 0.245 -0.311
Cl 6.901 -5.445 7.416 -0.212 0.115 0.042
C 5.409 -4.727 8.046 0.018 0.066 -0.086
Cl 4.221 -5.988 8.418 0.091 0.150 -0.072
Cl 5.749 -3.749 9.485 -0.059 -0.083 -0.182
H 4.989 -4.074 7.277 0.153 -0.232 0.253
Cl -0.091 10.172 -4.422 -0.305 0.164 -0.051
C -1.298 11.066 -5.362 -0.007 -0.043 -0.091
Cl -2.349 9.948 -6.248 0.151 0.172 0.094
Cl -2.257 12.115 -4.304 0.123 -0.040 -0.111
H -0.774 11.694 -6.087 -0.174 -0.215 0.264
Cl -4.612 10.368 -1.715 -0.115 0.133 -0.142
C -5.820 11.262 -2.654 0.033 0.014 -0.030
Cl -6.870 10.144 -3.541 0.150 0.157 0.063
Cl -6.779 12.311 -1.596 0.132 -0.085 -0.150
H -5.296 11.890 -3.379 -0.169 -0.234 0.238
```
Positions in Å, forces in eV/Å.

Calculated values
Orbital gap in eV: 9.276
Structure (SMILES): COCCCCCCCN(OC[C@@H](C)O)S(=O)(=O)F.ClC(Cl)Cl.ClC(Cl)Cl.ClC(Cl)Cl.ClC(Cl)Cl.ClC(Cl)Cl.ClC(Cl)Cl.ClC(Cl)Cl
Energy above the lowest of the compared OMol25 structures with the same formula, charge and spin in kcal/mol: 131.9
Strongest force on any atom in eV/Å: 8.932
Lowest unoccupied orbital energy in eV: -0.7

=====

Entry 3:
The following is a quantum chemistry calculation of C18H31CoF3NO4S3SbSi as an isolated structure, from the OMol25 dataset.

Geometry as XYZ:
```
63
Properties=species:S:1:pos:R:3:forces:R:3
Co 2.080 0.918 -1.478 -0.434 0.024 0.223
S 6.467 1.797 -1.264 0.079 0.063 0.090
Sb 5.289 0.490 -2.704 0.009 -0.013 0.006
S 3.587 -0.652 -1.296 0.229 -0.172 -0.145
S 3.226 1.839 -3.083 0.148 -0.054 -0.325
C -1.463 -3.849 -2.161 0.008 -0.070 -0.049
C -0.121 -3.160 -1.949 0.062 0.131 0.069
C 0.980 -4.176 -1.678 -0.016 -0.009 -0.027
C 0.245 -2.295 -3.149 -0.033 -0.076 -0.076
O -0.217 -2.366 -0.763 -0.123 -0.058 0.014
Si -0.694 -0.806 -0.585 0.114 0.047 0.078
O 0.392 0.248 -1.048 -0.135 0.213 -0.059
O -1.063 -0.613 1.018 -0.064 -0.063 -0.100
C -0.342 -1.091 2.155 0.027 0.022 -0.071
C -0.765 -2.531 2.428 0.010 0.015 0.049
C -0.749 -0.188 3.312 0.016 -0.008 0.019
C 1.163 -1.009 1.922 0.026 -0.025 0.079
O -2.113 -0.635 -1.408 -0.038 -0.096 0.092
C -3.188 0.276 -1.207 0.140 0.002 -0.039
C -4.106 -0.271 -0.120 -0.070 0.007 -0.026
C -3.922 0.352 -2.539 -0.032 0.023 0.028
C -2.656 1.652 -0.816 -0.058 0.057 0.000
H -1.418 -4.518 -3.023 -0.005 -0.013 -0.016
H -2.244 -3.108 -2.330 -0.009 0.049 0.006
H -1.724 -4.433 -1.278 -0.003 -0.022 0.028
H 1.092 -4.860 -2.521 0.005 -0.016 -0.025
H 0.741 -4.758 -0.786 -0.012 -0.004 0.018
H 1.927 -3.660 -1.516 0.019 0.024 0.008
H 0.356 -2.919 -4.039 0.011 -0.006 -0.001
H 1.184 -1.775 -2.968 0.073 0.028 0.007
H -0.533 -1.556 -3.348 -0.023 0.018 0.020
H -1.848 -2.577 2.554 -0.047 -0.010 0.009
H -0.290 -2.906 3.337 0.010 0.002 0.020
H -0.485 -3.169 1.593 0.015 -0.008 -0.049
H -1.825 -0.249 3.479 -0.033 -0.005 -0.008
H -0.495 0.849 3.084 0.027 0.022 -0.018
H -0.234 -0.476 4.230 0.009 -0.016 0.029
H 1.466 -1.605 1.062 -0.010 -0.028 -0.023
H 1.698 -1.378 2.800 0.010 -0.001 0.012
H 1.471 0.020 1.743 0.015 0.082 -0.021
H -4.469 -1.259 -0.407 -0.009 -0.028 -0.009
H -4.965 0.388 0.023 -0.018 0.005 0.004
H -3.567 -0.361 0.821 0.052 0.007 0.022
H -4.263 -0.642 -2.830 -0.006 -0.028 -0.006
H -3.254 0.727 -3.314 0.032 0.012 -0.015
H -4.788 1.013 -2.470 -0.019 0.013 0.003
H -2.155 1.601 0.151 0.022 -0.029 0.061
H -3.475 2.370 -0.738 -0.011 0.003 -0.017
H -1.941 2.005 -1.559 0.022 0.006 -0.038
F 3.493 4.591 4.118 -0.065 0.010 -0.089
C 2.461 4.970 3.343 0.026 -0.010 -0.011
F 1.364 4.974 4.121 0.022 -0.029 -0.068
F 2.692 6.251 2.988 -0.012 -0.096 -0.015
C 2.311 4.078 2.132 0.019 0.148 0.165
C 1.077 3.548 1.791 0.071 -0.064 -0.076
C 1.011 2.732 0.673 0.193 0.096 0.047
N 2.084 2.474 -0.076 0.065 -0.062 0.191
C 3.277 2.990 0.248 -0.332 0.014 -0.015
C 3.429 3.804 1.359 -0.062 -0.053 -0.029
H 0.194 3.736 2.383 0.000 0.025 0.022
H 0.097 2.241 0.367 -0.024 -0.029 -0.014
H 4.111 2.723 -0.395 0.095 0.021 0.048
H 4.405 4.191 1.612 0.025 0.015 0.010
```
Positions in Å, forces in eV/Å.

Calculated values
Orbital gap (alpha / beta) in eV: 5.561 / 6.592
Multiplicity: 3
Charge: -1
Strongest force on any atom in eV/Å: 0.489
Lowest unoccupied orbital energy (alpha / beta) in eV: 1.1 / 2.2